No. 1
90
Properties=species:S:1:pos:R:3:lowdin_charge:R:1 method="wB97M-V/def2-TZVPD" lumo_ev=-0.82 e_above_lowest_kcal_mol=23.5 total_charge=0
Ba 0.167 2.289 -1.610 1.77
O -5.728 6.662 -1.830 0.02
C -5.890 5.484 -1.976 -0.70
O -6.817 4.635 -1.958 -0.05
C -4.438 4.777 -2.221 -0.08
C -4.249 3.576 -2.887 -0.03
C -2.994 2.985 -2.854 -0.15
N -1.971 3.481 -2.098 -0.18
C -2.135 4.701 -1.587 -0.22
C -3.289 5.447 -1.702 0.06
C -0.976 5.154 -0.616 -0.65
O -1.177 6.111 0.134 0.05
O 0.056 4.431 -0.633 -0.38
H -5.049 3.174 -3.501 0.12
H -2.841 1.980 -3.263 0.10
H -3.353 6.462 -1.316 0.13
C 0.761 -5.577 2.891 -0.03
C 1.216 -4.147 2.581 -0.43
C 2.384 -3.692 3.465 0.01
C 0.023 -3.202 2.766 -0.07
C -1.021 -3.302 3.701 -0.02
C -1.760 -2.186 4.015 -0.09
C -1.611 -0.903 3.450 -0.05
C -0.633 -0.802 2.452 -0.31
P -0.257 0.734 1.562 1.06
C 0.911 1.534 2.706 -0.38
C 1.344 0.967 3.855 -0.09
C 2.274 1.612 4.690 -0.08
C 2.767 2.833 4.327 -0.08
C 2.155 3.487 3.223 -0.05
C 1.241 2.843 2.405 -0.11
C -1.821 1.609 1.367 -0.43
C -2.065 2.916 1.744 -0.09
C -3.181 3.526 1.275 -0.06
C -4.141 2.953 0.410 -0.03
C -3.891 1.635 0.075 -0.07
C -2.765 0.947 0.590 -0.13
C 0.165 -1.916 2.179 -0.23
O 1.139 -1.692 1.266 -0.02
C 1.578 -2.777 0.550 -0.20
C 2.017 -2.510 -0.756 -0.26
C 2.459 -3.564 -1.563 -0.11
C 2.383 -4.831 -1.078 -0.09
C 1.984 -5.077 0.216 0.01
C 1.646 -4.025 1.116 -0.07
P 1.781 -0.868 -1.532 1.04
C 0.349 -1.366 -2.539 -0.39
C 0.406 -2.017 -3.773 -0.10
C -0.720 -2.418 -4.431 -0.06
C -2.003 -2.039 -3.990 -0.06
C -2.038 -1.251 -2.910 -0.12
C -0.931 -0.880 -2.173 -0.16
C 3.248 -0.740 -2.619 -0.43
C 4.491 -1.192 -2.196 -0.08
C 5.573 -0.819 -2.997 -0.09
C 5.527 0.020 -4.061 -0.10
C 4.264 0.454 -4.445 -0.07
C 3.094 0.043 -3.745 -0.13
H 0.494 -5.533 3.937 0.08
H 1.582 -6.288 2.717 0.09
H -0.078 -5.821 2.306 0.08
H 2.003 -3.800 4.514 0.11
H 2.618 -2.571 3.271 0.13
H 3.169 -4.314 3.335 0.05
H -1.276 -4.264 4.202 0.13
H -2.575 -2.302 4.730 0.11
H -2.380 -0.089 3.676 0.15
H 0.887 0.003 4.233 0.12
H 2.656 1.073 5.575 0.11
H 3.532 3.273 4.896 0.09
H 2.567 4.513 3.086 0.12
H 0.682 3.343 1.584 0.08
H -1.304 3.447 2.283 0.10
H -3.347 4.542 1.575 0.12
H -4.964 3.565 -0.095 0.14
H -4.526 1.174 -0.653 0.10
H -2.578 -0.104 0.290 0.10
H 2.845 -3.371 -2.592 0.12
H 2.924 -5.614 -1.586 0.11
H 2.036 -6.078 0.647 0.11
H 1.402 -2.297 -4.272 0.14
H -0.621 -2.996 -5.326 0.10
H -2.907 -2.340 -4.435 0.10
H -3.016 -0.916 -2.608 0.11
H -1.103 -0.455 -1.147 0.06
H 4.569 -1.926 -1.394 0.11
H 6.583 -1.266 -2.792 0.13
H 6.363 0.282 -4.668 0.10
H 4.042 1.051 -5.372 0.12
H 2.060 0.412 -4.066 0.12



No. 2
105
Properties=species:S:1:pos:R:3:lowdin_charge:R:1 method="wB97M-V/def2-TZVPD" lumo_ev=0.15 smiles="C#CCO[P@@](=O)(O)OCP(=O)(O)O.Clc1ccccc1Cl.Clc1ccccc1Cl.Clc1ccccc1Cl.Clc1ccccc1Cl.Clc1ccccc1Cl.Clc1ccccc1Cl.Clc1ccccc1Cl" e_above_lowest_kcal_mol=0.0 total_charge=0
C 1.820 0.869 1.464 0.09
C 2.028 -0.290 1.255 -0.09
C 2.052 -1.722 0.921 -0.23
O 3.440 -2.152 0.966 -0.15
P 4.150 -2.401 -0.426 0.35
O 3.862 -3.737 -0.923 -0.25
O 3.654 -1.336 -1.514 -0.12
O 5.756 -2.251 -0.234 -0.20
C 6.360 -1.310 -1.150 -0.24
P 8.179 -1.168 -0.948 0.43
O 8.695 -0.628 -2.195 -0.26
O 8.460 -0.066 0.212 -0.13
O 8.878 -2.550 -0.600 -0.08
H 1.478 1.799 1.870 -0.02
H 1.446 -2.274 1.635 0.13
H 1.575 -1.859 -0.066 0.01
H 3.851 -1.725 -2.377 0.02
H 5.957 -0.311 -0.975 0.11
H 6.203 -1.613 -2.185 0.09
H 8.032 0.728 -0.127 0.08
H 9.049 -2.655 0.345 0.10
Cl 3.160 1.079 -7.049 0.68
C 2.297 -0.229 -6.315 -0.67
C 0.994 -0.474 -6.722 -0.11
C 0.275 -1.517 -6.161 -0.07
C 0.858 -2.319 -5.190 -0.08
C 2.156 -2.073 -4.781 -0.11
C 2.878 -1.028 -5.341 -0.66
Cl 4.498 -0.757 -4.791 0.71
H 0.539 0.148 -7.479 0.06
H -0.741 -1.704 -6.482 0.11
H 0.302 -3.136 -4.752 0.08
H 2.607 -2.702 -4.023 0.09
Cl 2.186 0.063 5.570 0.69
C 3.603 1.049 5.631 -0.68
C 4.671 0.623 6.407 -0.11
C 5.827 1.382 6.476 -0.08
C 5.919 2.572 5.767 -0.08
C 4.852 3.000 4.995 -0.11
C 3.694 2.240 4.927 -0.65
Cl 2.387 2.820 3.953 0.73
H 4.602 -0.304 6.958 0.11
H 6.657 1.046 7.083 0.11
H 6.821 3.167 5.817 0.11
H 4.923 3.928 4.445 0.11
Cl -4.139 5.687 6.111 0.71
C -2.529 5.854 5.501 -0.67
C -2.182 7.044 4.877 -0.11
C -0.902 7.221 4.381 -0.08
C 0.037 6.206 4.509 -0.08
C -0.309 5.018 5.130 -0.12
C -1.593 4.838 5.626 -0.68
Cl -1.976 3.335 6.386 0.68
H -2.912 7.835 4.778 0.11
H -0.635 8.149 3.894 0.11
H 1.040 6.341 4.126 0.10
H 0.425 4.230 5.226 0.05
Cl -9.364 1.073 7.629 0.67
C -8.751 2.656 7.954 -0.69
C -7.584 3.054 7.318 -0.10
C -7.063 4.316 7.545 -0.09
C -7.709 5.187 8.411 -0.08
C -8.872 4.790 9.050 -0.11
C -9.395 3.525 8.824 -0.69
Cl -10.846 3.078 9.650 0.67
H -7.080 2.377 6.642 0.11
H -6.152 4.620 7.047 0.02
H -7.306 6.175 8.590 0.11
H -9.373 5.469 9.726 0.11
Cl -1.985 -4.345 -2.887 0.71
C -1.199 -5.241 -1.631 -0.66
C -1.767 -6.440 -1.225 -0.13
C -1.168 -7.191 -0.228 -0.07
C 0.003 -6.744 0.367 -0.07
C 0.570 -5.546 -0.035 -0.09
C -0.030 -4.793 -1.033 -0.63
Cl 0.723 -3.305 -1.486 0.79
H -2.678 -6.791 -1.690 0.11
H -1.615 -8.125 0.085 0.11
H 0.476 -7.329 1.144 0.11
H 1.484 -5.198 0.428 0.11
Cl 0.110 2.443 -8.947 0.69
C 0.769 2.136 -10.515 -0.68
C 2.108 2.427 -10.733 -0.11
C 2.678 2.191 -11.972 -0.08
C 1.909 1.661 -12.999 -0.08
C 0.572 1.373 -12.783 -0.11
C -0.001 1.611 -11.542 -0.69
Cl -1.675 1.239 -11.327 0.67
H 2.708 2.838 -9.933 0.10
H 3.723 2.419 -12.138 0.11
H 2.352 1.472 -13.968 0.11
H -0.026 0.962 -13.584 0.11
Cl -8.563 -4.750 1.404 0.67
C -7.192 -4.420 0.405 -0.69
C -7.261 -3.350 -0.477 -0.11
C -6.182 -3.048 -1.290 -0.08
C -5.026 -3.816 -1.226 -0.09
C -4.959 -4.884 -0.348 -0.11
C -6.040 -5.189 0.467 -0.68
Cl -5.901 -6.539 1.539 0.67
H -8.159 -2.751 -0.528 0.11
H -6.242 -2.213 -1.976 0.11
H -4.179 -3.579 -1.860 0.04
H -4.061 -5.481 -0.297 0.08